Record 1
ORCA calculation (wB97M-V/def2-TZVPD) on C58H149Br14N11O11 as an isolated structure.

Computed properties:
Gap between HOMO and LUMO (eV): 9.1
Spin multiplicity: 1

Each line ends with the Löwdin charge.
Cartesian coordinates (Å):
1 Br -5.28 -4.87 -5.42  0.61
2 C -3.76 -3.91 -4.60  -0.70
3 C -3.65 -2.55 -5.28  -0.65
4 Br -2.08 -1.67 -4.48  0.66
5 H -2.83 -4.48 -4.68  0.00
6 H -3.96 -3.81 -3.51  0.05
7 H -4.50 -1.92 -5.12  0.04
8 H -3.51 -2.65 -6.38  0.04
9 Br 4.36 2.62 2.12  0.62
10 C 4.00 3.29 0.29  -0.66
11 C 2.51 3.45 0.20  -0.66
12 Br 2.12 4.17 -1.63  0.64
13 H 4.39 2.61 -0.47  0.05
14 H 4.43 4.29 0.16  0.06
15 H 2.12 4.11 0.92  0.04
16 H 2.03 2.49 0.28  0.01
17 Br 1.62 -0.63 1.07  0.80
18 C 0.80 -0.76 -0.68  -0.69
19 C 0.96 0.61 -1.41  -0.64
20 Br -0.18 0.53 -3.05  0.60
21 H -0.27 -0.86 -0.49  -0.04
22 H 1.29 -1.47 -1.34  -0.06
23 H 2.00 0.86 -1.63  -0.01
24 H 0.46 1.30 -0.73  -0.01
25 Br 2.11 -2.49 -3.33  0.78
26 C 1.28 -4.04 -2.54  -0.67
27 C 0.30 -4.50 -3.56  -0.73
28 Br -0.81 -5.98 -2.92  0.67
29 H 0.74 -3.84 -1.63  0.03
30 H 2.04 -4.83 -2.36  0.08
31 H 0.81 -4.69 -4.48  0.05
32 H -0.40 -3.68 -3.75  -0.03
33 Br 1.97 -0.81 -7.73  0.75
34 C 1.03 -2.40 -7.17  -0.70
35 C -0.32 -2.39 -7.81  -0.73
36 Br -1.16 -4.10 -7.47  0.71
37 H 0.89 -2.38 -6.04  0.03
38 H 1.66 -3.23 -7.51  0.06
39 H -0.36 -2.19 -8.87  0.05
40 H -0.90 -1.55 -7.41  0.03
41 Br -3.49 -6.68 1.41  0.63
42 C -2.50 -5.08 0.88  -0.74
43 C -3.21 -4.32 -0.17  -0.63
44 Br -2.09 -2.74 -0.46  0.76
45 H -1.50 -5.37 0.51  0.03
46 H -2.42 -4.52 1.83  0.03
47 H -4.18 -4.09 0.22  0.02
48 H -3.12 -4.74 -1.20  0.03
49 Br 1.51 2.98 -7.03  0.62
50 C 2.53 2.74 -5.32  -0.67
51 C 2.82 1.29 -5.20  -0.70
52 Br 3.98 1.12 -3.58  0.66
53 H 1.96 3.12 -4.45  0.02
54 H 3.36 3.40 -5.36  0.05
55 H 3.41 0.90 -6.04  0.01
56 H 1.93 0.68 -5.02  -0.01
57 C 4.92 -0.66 -0.38  -0.06
58 C 5.36 -2.05 -0.98  -0.40
59 C 6.87 -2.25 -0.90  -0.22
60 O 7.60 -1.08 -1.21  -0.19
61 C 7.54 -0.83 -2.57  -0.14
62 N 4.82 -3.29 -0.40  0.07
63 H 5.32 -0.51 0.64  0.07
64 H 3.83 -0.47 -0.35  0.00
65 H 5.37 0.11 -1.04  0.04
66 H 5.09 -2.06 -2.03  0.09
67 H 7.22 -3.11 -1.48  0.12
68 H 7.24 -2.51 0.09  0.13
69 H 8.04 0.13 -2.78  0.10
70 H 6.53 -0.84 -2.99  0.05
71 H 8.05 -1.69 -3.04  0.09
72 H 3.90 -3.47 -0.79  0.05
73 H 4.67 -3.18 0.60  0.05
74 C -1.13 6.33 -4.21  -0.03
75 C -2.23 5.36 -4.66  -0.44
76 C -2.20 5.12 -6.15  -0.21
77 O -2.31 6.39 -6.81  -0.20
78 C -2.01 6.34 -8.18  -0.11
79 N -2.06 4.10 -3.92  0.05
80 H -0.17 5.80 -4.43  0.09
81 H -1.23 6.45 -3.10  0.06
82 H -1.25 7.28 -4.74  0.08
83 H -3.20 5.74 -4.39  0.13
84 H -3.06 4.53 -6.40  0.11
85 H -1.29 4.60 -6.48  0.10
86 H -2.75 5.64 -8.70  0.10
87 H -1.00 6.02 -8.43  0.08
88 H -2.33 7.31 -8.51  0.08
89 H -1.14 3.73 -4.06  0.04
90 H -2.67 3.37 -4.31  0.03
91 C -4.55 -0.43 -1.58  -0.09
92 C -5.75 0.48 -1.68  -0.43
93 C -5.40 1.92 -1.41  -0.24
94 O -5.16 2.11 -0.04  -0.19
95 C -4.83 3.48 0.21  -0.10
96 N -6.32 0.41 -3.04  0.04
97 H -4.73 -1.52 -1.69  0.07
98 H -4.02 -0.35 -0.66  0.02
99 H -3.78 -0.15 -2.31  0.05
100 H -6.50 0.22 -0.90  0.14
101 H -6.23 2.58 -1.74  0.13
102 H -4.52 2.19 -2.04  0.13
103 H -5.77 4.04 0.04  0.10
104 H -4.07 3.80 -0.49  0.06
105 H -4.59 3.60 1.25  0.08
106 H -7.21 0.89 -3.07  0.07
107 H -6.51 -0.56 -3.31  0.08
108 C 1.13 -5.69 1.47  -0.04
109 C 0.98 -4.77 2.70  -0.38
110 C 1.20 -5.52 4.02  -0.17
111 O 0.21 -6.55 4.11  -0.17
112 C -0.85 -6.14 4.86  -0.14
113 N 1.92 -3.63 2.65  0.05
114 H 0.44 -6.55 1.37  0.08
115 H 2.17 -6.11 1.49  0.07
116 H 0.99 -5.14 0.52  0.06
117 H -0.01 -4.31 2.69  0.12
118 H 1.27 -4.91 4.92  0.10
119 H 2.15 -6.06 3.92  0.13
120 H -0.45 -5.67 5.73  0.07
121 H -1.47 -6.99 5.19  0.10
122 H -1.50 -5.43 4.35  0.07
123 H 2.88 -3.95 2.65  0.02
124 H 1.80 -3.04 1.83  -0.03
125 C -3.32 6.87 -0.40  -0.06
126 C -1.88 6.41 -0.29  -0.41
127 C -1.42 6.66 1.18  -0.18
128 O -1.43 8.08 1.33  -0.21
129 C -1.06 8.54 2.58  -0.14
130 N -1.64 4.98 -0.66  0.06
131 H -3.27 7.93 -0.21  0.07
132 H -3.87 6.39 0.38  0.06
133 H -3.69 6.75 -1.42  0.08
134 H -1.36 7.18 -0.91  0.13
135 H -0.39 6.21 1.31  0.12
136 H -2.09 6.19 1.94  0.13
137 H -1.24 9.62 2.60  0.09
138 H -0.01 8.34 2.75  0.08
139 H -1.64 8.09 3.40  0.09
140 H -2.09 4.86 -1.57  0.03
141 H -0.66 4.78 -0.79  0.01
142 C -6.21 -1.00 2.19  -0.02
143 C -5.45 -2.21 1.54  -0.40
144 C -4.74 -2.90 2.72  -0.21
145 O -3.74 -2.00 3.20  -0.22
146 C -3.49 -2.16 4.57  -0.11
147 N -6.26 -3.26 0.93  0.05
148 H -6.74 -0.43 1.43  0.06
149 H -5.57 -0.34 2.77  0.07
150 H -6.98 -1.50 2.78  0.08
151 H -4.67 -1.88 0.83  0.09
152 H -4.24 -3.88 2.55  0.10
153 H -5.49 -3.12 3.53  0.13
154 H -4.37 -1.84 5.11  0.09
155 H -2.66 -1.51 4.90  0.09
156 H -3.26 -3.21 4.79  0.08
157 H -7.07 -2.95 0.46  0.06
158 H -6.64 -3.79 1.69  0.07
159 C 5.30 -2.34 3.42  -0.05
160 C 5.12 -3.70 4.21  -0.40
161 C 5.55 -4.83 3.28  -0.21
162 O 4.53 -5.05 2.30  -0.25
163 C 5.00 -5.96 1.28  -0.09
164 N 6.01 -3.54 5.41  0.05
165 H 5.02 -1.47 3.98  0.04
166 H 4.54 -2.23 2.64  0.05
167 H 6.35 -2.26 3.09  0.09
168 H 4.05 -3.87 4.32  0.09
169 H 5.63 -5.77 3.87  0.13
170 H 6.55 -4.61 2.90  0.13
171 H 4.33 -5.96 0.41  0.07
172 H 4.90 -6.95 1.65  0.08
173 H 5.97 -5.65 0.96  0.08
174 H 6.00 -4.34 6.05  0.07
175 H 5.69 -2.69 5.91  0.05
176 C -4.89 1.56 -7.29  -0.05
177 C -3.80 0.99 -6.42  -0.45
178 C -2.46 1.13 -7.10  -0.21
179 O -2.36 0.55 -8.43  -0.19
180 C -1.07 0.98 -8.95  -0.13
181 N -3.81 1.61 -5.08  0.06
182 H -4.85 1.18 -8.32  0.08
183 H -4.80 2.66 -7.35  0.09
184 H -5.89 1.35 -7.02  0.06
185 H -4.02 -0.08 -6.38  0.10
186 H -1.68 0.66 -6.44  0.10
187 H -2.19 2.16 -7.20  0.10
188 H -0.81 0.50 -9.90  0.09
189 H -0.23 0.84 -8.29  -0.02
190 H -1.18 2.07 -9.24  0.10
191 H -4.77 1.52 -4.75  0.06
192 H -3.26 1.03 -4.45  0.02
193 C -2.31 0.53 2.31  -0.04
194 C -1.81 1.80 1.64  -0.42
195 C -0.51 2.33 2.31  -0.17
196 O -0.81 2.62 3.71  -0.22
197 C 0.23 3.38 4.28  -0.13
198 N -1.67 1.75 0.20  0.09
199 H -3.28 0.36 1.90  0.05
200 H -2.46 0.68 3.36  0.08
201 H -1.59 -0.27 2.07  0.07
202 H -2.57 2.49 2.01  0.12
203 H -0.24 3.31 1.85  0.10
204 H 0.44 1.79 2.27  0.07
205 H -0.04 3.39 5.36  0.10
206 H 0.16 4.40 3.84  0.08
207 H 1.30 3.05 4.09  0.09
208 H -2.45 1.25 -0.26  0.07
209 H -1.78 2.73 -0.10  0.05
210 C 0.81 -0.38 4.79  -0.05
211 C 1.31 -1.20 5.99  -0.39
212 C 0.24 -2.09 6.58  -0.24
213 O -0.86 -1.27 6.86  -0.19
214 C -1.85 -2.04 7.54  -0.09
215 N 2.48 -2.11 5.79  0.07
216 H 0.51 -0.92 3.94  0.03
217 H 1.58 0.29 4.40  0.05
218 H 0.04 0.33 5.09  0.08
219 H 1.55 -0.53 6.78  0.11
220 H 0.68 -2.60 7.42  0.12
221 H -0.04 -2.84 5.80  0.13
222 H -2.74 -1.44 7.76  0.10
223 H -1.41 -2.43 8.43  0.07
224 H -2.07 -2.88 6.86  0.07
225 H 3.29 -1.57 5.52  0.02
226 H 2.24 -2.75 5.01  0.04
227 C 3.73 1.53 6.12  -0.05
228 C 5.21 1.18 6.39  -0.47
229 C 5.65 2.23 7.30  -0.24
230 O 5.73 3.53 6.67  -0.17
231 C 6.24 4.44 7.63  -0.12
232 N 5.29 -0.17 6.87  0.06
233 H 3.10 1.32 7.00  0.09
234 H 3.31 0.84 5.38  0.04
235 H 3.77 2.58 5.79  0.08
236 H 5.76 1.23 5.45  0.15
237 H 6.64 1.88 7.68  0.13
238 H 5.04 2.34 8.20  0.13
239 H 7.19 4.09 7.92  0.08
240 H 5.55 4.67 8.42  0.08
241 H 6.31 5.46 7.18  0.10
242 H 6.24 -0.44 7.09  0.08
243 H 4.77 -0.21 7.75  0.09

Record 2
ORCA calculation (wB97M-V/def2-TZVPD) on a 2-piece molecular cluster, C6H15NO overall.

Computed properties:
Energy relative to the best compared isomer or geometry (same formula, charge and spin) (eV): 4.028
Gap between HOMO and LUMO (eV): 9.1
Spin multiplicity: 1

Each line ends with the natural charge from an NBO analysis.
Cartesian coordinates (Å):
1 C -0.25 1.85 0.94  -0.42
2 N 0.90 1.39 0.15  -0.65
3 C 0.56 -0.01 -0.23  -0.04
4 C 1.27 -1.08 0.56  -0.45
5 C 0.57 -1.33 1.95  -0.17
6 C -0.54 -2.02 1.88  -0.42
7 C 1.20 -0.16 -1.73  -0.62
8 H 0.09 2.76 1.55  0.20
9 H -1.13 2.21 0.37  0.19
10 H -0.67 0.96 1.58  0.18
11 H 1.79 1.49 0.51  0.36
12 H -0.49 -0.08 -0.30  0.20
13 H 1.34 -1.99 0.02  0.22
14 H 2.26 -0.58 0.90  0.19
15 H 1.28 -0.92 2.70  0.22
16 H -1.10 -1.98 2.78  0.19
17 H -1.08 -2.44 1.09  0.20
18 H 2.32 -0.40 -1.83  0.21
19 H 1.07 0.73 -2.35  0.22
20 H 0.67 -0.99 -2.26  0.19
21 H -3.46 0.17 -2.39  0.47
22 H -3.00 1.34 -3.23  0.46
23 O -3.61 1.09 -2.66  -0.93